(i)
Density functional theory data (ωB97M-V/def2-TZVPD) for 3 unconnected molecules or ions with the total composition C4H13N3.

Its highest occupied orbital energy is -0.6711 Ha. The HOMO-LUMO gap comes out at 6.317 eV. Its net charge is +2. The LUMO energy comes out at -11.9 eV.

Geometry as XYZ:
```
20
Properties=species:S:1:pos:R:3:lowdin_charge:R:1
N -6.0465 0.8324 0.5445 0.18
N -4.6820 -0.5270 -0.6792 0.48
N 2.1563 1.0884 0.4227 0.39
C -5.7128 -0.3603 -0.0122 -0.19
C 3.3841 1.3062 0.9313 -0.20
C 4.3859 0.4364 0.1187 -0.20
C 4.0520 -1.0436 -0.0347 -0.08
H -6.8819 0.8558 1.1105 0.14
H 4.2672 0.8747 -0.8709 0.12
H 3.6645 2.3819 0.9165 0.19
H -4.5941 -2.8711 -2.7418 0.01
H 1.4801 1.8258 0.6969 0.14
H 3.0615 -1.1563 -0.4686 0.07
H 3.3278 1.0060 2.0193 0.26
H 4.7671 -1.4592 -0.7387 0.10
H 5.4294 0.6045 0.3800 0.13
H -6.5178 -1.0845 0.2145 0.22
H 4.0969 -1.5900 0.9060 0.09
H -5.7821 1.6492 0.0080 0.15
H -3.8556 -2.7695 -2.7230 0.01
```



(ii)
Density functional theory data (ωB97M-V/def2-TZVPD) for a gas-phase ion, C4H13N3 (charge +2).

Its highest occupied orbital energy is -0.6451 Ha. The HOMO-LUMO gap comes out at 10.766 eV. Its net charge is +2. The LUMO energy comes out at -6.8 eV.

Geometry as XYZ:
```
20
Properties=species:S:1:pos:R:3:lowdin_charge:R:1
N 2.7287 0.8315 0.6101 0.05
N 0.3931 1.1800 1.8322 0.23
N -2.0401 -1.1869 -1.9254 0.22
C -0.8276 -0.5409 0.3542 -0.09
C -1.1339 -0.2381 -1.1366 -0.10
C 1.7370 -0.1052 0.3703 -0.10
C 0.4762 0.1772 0.7550 -0.22
H -0.1908 -0.3487 -1.6770 0.13
H 1.9187 -1.0314 -0.1727 0.15
H -0.8026 -1.5643 0.7271 0.14
H 3.0426 1.4013 -0.1746 0.13
H -3.0358 -0.9395 -1.8379 0.18
H -0.3085 1.9229 1.7372 0.18
H -1.9818 -2.1954 -1.8173 0.18
H -1.9319 -0.8977 -2.9048 0.18
H -1.5035 0.7846 -1.1725 0.15
H -1.5442 0.0320 0.9533 0.12
H 0.0410 0.7114 2.6744 0.19
H 1.3376 1.5908 1.9268 0.16
H 3.6256 0.4163 0.8784 0.13
```



Verdict on stability: (ii) comes out on top.



(i)
Density functional theory data (ωB97M-V/def2-TZVPD) for a molecular structure, C4H13N3.

Its highest occupied orbital energy is -0.7153 Ha. The HOMO-LUMO gap comes out at 9.936 eV. Its net charge is +2. The LUMO energy comes out at -9.5 eV.

Geometry as XYZ:
```
20
Properties=species:S:1:pos:R:3:lowdin_charge:R:1
N 0.1040 -0.0341 -0.5710 -0.21
N -0.1433 -1.0922 -1.3852 0.11
N -1.7515 0.1115 0.7712 0.06
C -1.1387 0.7493 -0.2613 -0.12
C 0.9469 -0.2742 0.6520 -0.18
C -2.8798 -0.3987 0.6125 0.26
C 2.4155 -0.0889 0.4360 -0.06
H 0.0744 -2.0372 -1.1079 0.14
H -3.4830 -0.3322 -0.3135 0.17
H 2.9880 -0.2729 1.3716 0.13
H 0.0963 -1.0955 -2.3378 0.12
H 2.8421 -0.7086 -0.3295 0.09
H -0.7738 1.7999 -0.0338 0.19
H 2.7770 0.9178 0.2613 0.10
H -1.2446 -0.1021 1.6212 0.18
H -3.2962 -0.9413 1.4383 0.15
H -1.7675 0.7488 -1.2779 0.22
H 0.7971 0.6852 1.1297 0.13
H 0.5809 -1.2313 1.1131 0.17
H 0.8883 0.8060 -1.1970 0.35
```



(ii)
Density functional theory data (ωB97M-V/def2-TZVPD) for a gas-phase ion, C4H13N3 (charge +2).

Its highest occupied orbital energy is -0.6834 Ha. The HOMO-LUMO gap comes out at 11.743 eV. Its net charge is +2. The LUMO energy comes out at -6.9 eV.

Geometry as XYZ:
```
20
Properties=species:S:1:pos:R:3:lowdin_charge:R:1
N -2.1077 -1.0250 1.9637 0.19
N 2.5521 2.0051 -0.6025 0.21
N 1.2943 0.1811 -1.4343 0.07
C 2.1037 1.2148 -1.5723 -0.12
C 0.6388 -0.3237 -0.0469 -0.06
C -0.8641 -0.0048 -0.2086 -0.13
C -1.6636 -1.1191 0.5376 -0.15
H -2.7553 -0.2255 2.1534 0.20
H 3.2952 2.6309 -0.8705 0.15
H 1.8472 2.0895 0.1115 0.13
H 0.8909 -1.3955 -0.0593 0.14
H 2.5746 1.1919 -2.5822 0.19
H -1.4052 -0.8824 2.7170 0.19
H 1.2246 0.2823 0.6557 0.11
H -0.9937 -0.1644 -1.2971 0.13
H -2.6448 -1.3059 -0.0423 0.18
H 0.8876 -0.1792 -2.2834 0.15
H -1.2804 0.9507 0.1791 0.14
H -1.0399 -1.9833 0.4640 0.11
H -2.5542 -1.9374 2.2175 0.20
```



Verdict on stability: (ii) comes out on top.



(i)
Density functional theory data (ωB97M-V/def2-TZVPD) for a gas-phase ion, C4H8NO3S (charge -1).

Its highest occupied orbital energy is -0.1505 Ha. The HOMO-LUMO gap comes out at 7.909 eV. Its net charge is -1. The LUMO energy comes out at 3.8 eV.

Geometry as XYZ:
```
17
Properties=species:S:1:pos:R:3:lowdin_charge:R:1
S -2.2842 -2.6421 0.2063 0.81
O -3.5982 -2.8593 -0.5094 -0.60
O 0.7417 -1.0298 -1.4312 -0.07
O 0.2728 -1.4654 0.7203 0.00
N -1.2234 -2.0011 -0.8842 -0.18
C -2.5743 -1.0602 1.1886 -0.24
C -0.1300 -1.5656 -0.3941 -0.78
C 1.6636 -0.1624 -0.9058 -0.36
C 1.1653 1.2404 -0.6792 -0.09
H 2.7039 -0.1633 -1.5431 0.15
H -2.5304 -0.1560 0.4898 0.08
H 2.0950 -0.5552 0.0161 0.09
H 0.2341 1.2644 -0.0072 0.10
H -1.8364 -0.9316 1.9003 -0.02
H 1.8703 1.8334 -0.3228 0.00
H -3.3903 -1.2820 1.8305 0.01
H 0.6700 1.6853 -1.5631 0.08
```



(ii)
Density functional theory data (ωB97M-V/def2-TZVPD) for 2 unconnected molecules or ions with the total composition C4H8NO3S.

Its highest occupied orbital energy (spin up / spin down) is -0.1685 / -0.1519 Ha. The HOMO-LUMO gap (spin up / spin down) comes out at 7.685 / 7.590 eV. Its net charge is -1. The LUMO energy (spin up / spin down) comes out at 3.1 / 3.5 eV.

Geometry as XYZ:
```
17
Properties=species:S:1:pos:R:3:lowdin_charge:R:1
S 0.2493 -2.7283 1.9912 0.78
O -1.6415 1.4011 -0.0689 -0.14
O 0.3898 0.6076 0.8107 -0.07
O 0.4548 -2.7825 3.4325 -0.63
N -1.5501 -0.6423 0.9626 0.11
C 1.9079 -2.1996 1.3117 -0.33
C -0.9499 1.4668 -2.3890 -0.06
C -0.7886 0.3303 0.6750 -0.76
C -0.7516 2.0372 -0.9412 -0.32
H -0.3967 0.6105 -2.5216 0.03
H -0.9857 3.0981 -1.0032 0.10
H 2.5932 -2.8464 2.0620 0.07
H -0.5406 2.1344 -3.1358 0.06
H 0.2232 1.8978 -0.5194 0.07
H 1.8835 -1.1089 1.4248 0.00
H 1.8810 -2.5614 0.2406 0.04
H -1.9782 1.2857 -2.3320 0.05
```



Verdict on stability: (i) comes out on top.



(i)
Density functional theory data (ωB97M-V/def2-TZVPD) for a single C5H9NS molecule.

Its highest occupied orbital energy is -0.3107 Ha. The HOMO-LUMO gap comes out at 9.410 eV. The LUMO energy comes out at 1.0 eV.

Geometry as XYZ:
```
16
Properties=species:S:1:pos:R:3:lowdin_charge:R:1
S -1.2231 -0.5332 0.7735 0.78
N 1.4939 -0.7787 -1.7922 0.04
C 1.1896 -0.0949 -0.8418 -0.32
C 0.5123 -1.3371 -2.7951 -0.05
C -1.5686 0.2674 2.4161 -0.38
C -0.0006 0.5051 0.0297 -0.53
C 1.4291 0.3615 0.4737 -0.12
H -0.7491 0.1637 3.1705 0.04
H 0.5257 -2.3432 -2.3538 0.09
H 1.6129 -0.3568 1.2278 0.10
H -2.4503 -0.1000 2.9109 0.02
H 1.9745 1.2575 0.6831 0.11
H -0.4363 -0.8114 -2.5383 0.08
H 0.8616 -1.0585 -3.7443 0.05
H -0.3974 1.3940 -0.3335 0.07
H -1.3110 1.2775 2.0082 0.03
```



(ii)
Density functional theory data (ωB97M-V/def2-TZVPD) for 2 unconnected molecules or ions with the total composition C5H9NS.

Its highest occupied orbital energy is -0.3148 Ha. The HOMO-LUMO gap comes out at 9.468 eV. The LUMO energy comes out at 0.9 eV.

Geometry as XYZ:
```
16
Properties=species:S:1:pos:R:3:lowdin_charge:R:1
S 1.3028 0.3615 -1.9694 0.83
N 0.4102 -1.0322 -1.1940 -0.33
C -2.9459 -0.5903 0.0078 -0.03
C -3.1801 0.1338 0.9185 -0.02
C 1.0756 0.3159 0.5699 -0.31
C 1.0340 -1.0956 0.0943 -0.36
C 1.4221 1.3058 -0.5079 -0.55
H 0.3053 -1.6632 0.8549 0.16
H -2.4389 -1.3794 -0.5855 0.05
H 1.8662 0.2700 1.3091 0.10
H 0.7646 2.1685 -0.5798 0.06
H -0.4988 -0.4693 -1.0941 0.03
H 0.0781 0.5505 0.9828 0.11
H 2.4266 1.7806 -0.2237 0.10
H -3.6575 0.8503 1.5957 0.04
H 2.0357 -1.5070 -0.1786 0.12
```



Verdict on stability: (i) comes out on top.



(i)
Density functional theory data (ωB97M-V/def2-TZVPD) for a molecular structure, C2H10N2O2.

Its highest occupied orbital energy (spin up / spin down) is -0.3241 / -0.2801 Ha. The HOMO-LUMO gap (spin up / spin down) comes out at 9.345 / 6.554 eV. The LUMO energy (spin up / spin down) comes out at 0.5 / -1.1 eV.

Geometry as XYZ:
```
16
Properties=species:S:1:pos:R:3:lowdin_charge:R:1
O 0.1525 0.3354 0.4157 -0.16
O -1.4876 -0.8329 -2.1936 -0.06
N -1.0836 -1.3818 -0.9741 -0.16
N 1.3708 1.3443 1.5033 -0.03
C -2.2766 -1.7772 -0.2615 -0.12
C 2.4631 1.8077 0.6910 -0.19
H -2.7423 -2.6245 -0.7757 0.08
H 3.0749 2.5042 1.2844 0.08
H -0.4112 -0.5009 -0.2957 0.05
H 0.7125 -0.2213 0.9957 0.04
H -1.9780 -2.0847 0.7383 0.08
H 2.1501 2.3403 -0.2163 0.08
H -3.0138 -0.9714 -0.1938 0.08
H 3.1016 0.9668 0.4150 0.07
H -0.7565 -1.0201 -2.7999 0.10
H 0.7241 2.1160 1.6673 0.07
```



(ii)
Density functional theory data (ωB97M-V/def2-TZVPD) for 2 unconnected molecules or ions with the total composition C2H10N2O2.

Its highest occupied orbital energy is -0.3600 Ha. The HOMO-LUMO gap comes out at 10.708 eV. The LUMO energy comes out at 0.9 eV.

Geometry as XYZ:
```
16
Properties=species:S:1:pos:R:3:lowdin_charge:R:1
O 2.0156 0.9599 -0.3899 -0.17
O -1.3370 -0.8605 -0.3788 -0.20
N 0.0986 -1.0942 -0.2441 -0.16
N 0.3938 -2.3908 0.1393 0.02
C -1.8382 -0.1125 0.7060 -0.12
C 1.2974 2.1539 -0.5267 -0.20
H 1.0391 2.5621 0.4562 0.07
H 0.3862 2.0429 -1.1253 0.07
H 1.4346 0.2056 -0.0291 0.06
H 1.9325 2.8800 -1.0422 0.08
H -2.8912 0.0454 0.4820 0.09
H -1.3119 0.8419 0.7957 0.07
H -0.0762 -3.1048 -0.4189 0.09
H 0.1706 -2.5165 1.1252 0.08
H 0.4430 -0.9510 -1.2008 0.13
H -1.7571 -0.6613 1.6515 0.08
```



Verdict on stability: (ii) comes out on top.



(i)
Density functional theory data (ωB97M-V/def2-TZVPD) for 3 unconnected molecules or ions with the total composition C2H10N2O2.

Its highest occupied orbital energy is -0.3192 Ha. The HOMO-LUMO gap comes out at 9.598 eV. The LUMO energy comes out at 0.9 eV.

Geometry as XYZ:
```
16
Properties=species:S:1:pos:R:3:lowdin_charge:R:1
O 1.4621 -1.5746 -0.0947 -0.05
O 1.7043 0.0741 -2.5053 -0.10
N -0.7570 -0.0805 0.6521 -0.05
N -0.5618 1.3913 -1.0878 0.04
C -1.0527 1.0862 0.0598 -0.33
C -1.0382 -0.3459 2.0589 -0.08
H -1.7585 -1.1264 2.0886 0.06
H -1.0488 2.1665 -1.5213 0.03
H 2.0844 -2.1418 0.3690 0.06
H -0.1385 -0.6783 2.5507 0.07
H 0.0212 -0.6219 0.2634 0.07
H 1.9842 -1.1942 -0.8142 0.03
H -1.8368 1.7213 0.5000 0.13
H 1.1561 0.2752 -3.2750 0.04
H 1.1471 0.4856 -1.8147 -0.02
H -1.3672 0.5632 2.5704 0.08
```



(ii)
Density functional theory data (ωB97M-V/def2-TZVPD) for 3 unconnected molecules or ions with the total composition C2H10N2O2.

Its highest occupied orbital energy is -0.3195 Ha. The HOMO-LUMO gap comes out at 9.604 eV. The LUMO energy comes out at 0.9 eV.

Geometry as XYZ:
```
16
Properties=species:S:1:pos:R:3:lowdin_charge:R:1
O 1.5846 -1.1573 0.0828 -0.09
O -0.8565 -2.8212 1.4339 -0.07
N 0.3815 1.3094 -0.2006 -0.09
N -1.5162 -0.0875 -0.2816 0.03
C -0.7844 0.9109 -0.7168 -0.35
C 1.0238 2.5550 -0.5287 -0.13
H 1.7875 2.7945 0.2726 0.10
H -1.6959 -3.2678 1.3343 0.03
H 1.3044 2.7422 -1.6135 0.09
H 0.3287 3.4392 -0.2890 0.09
H 0.8710 0.6119 0.3940 0.11
H -0.8778 -1.8741 1.2739 -0.01
H -1.2441 1.6819 -1.4284 0.14
H 1.0088 -1.8288 0.4499 0.00
H 1.5938 -1.5910 -0.8546 0.12
H -2.3945 -0.2290 -0.8240 0.04
```



(iii)
Density functional theory data (ωB97M-V/def2-TZVPD) for 3 unconnected molecules or ions with the total composition C2H10N2O2.

Its highest occupied orbital energy is -0.3217 Ha. The HOMO-LUMO gap comes out at 9.579 eV. The LUMO energy comes out at 0.8 eV.

Geometry as XYZ:
```
16
Properties=species:S:1:pos:R:3:lowdin_charge:R:1
O -2.4517 -2.8141 -1.5438 -0.09
O 2.4170 -1.7692 -1.2396 -0.05
N -0.7098 2.5316 1.3408 0.06
N -0.2394 0.6184 -0.0064 -0.03
C 0.9532 0.3085 0.7841 -0.16
C -1.0408 1.4808 0.4782 -0.32
H 0.2983 2.6806 1.3227 0.07
H 1.7229 1.0887 0.8850 0.06
H 1.9774 -1.8203 -2.0914 0.04
H -1.1910 3.3725 1.0485 0.08
H -1.8828 -3.1767 -0.8285 0.05
H -3.1445 -2.2840 -1.1051 0.04
H 1.4156 -0.5210 0.2706 0.02
H 3.1536 -1.1738 -1.3312 0.03
H -2.0859 1.4493 0.1814 0.10
H 0.8079 0.0288 1.8347 0.08
```



Verdict on stability: (i) comes out on top.